20
Properties=species:S:1:pos:R:3:forces:R:3:nbo_charge:R:1 method="wB97M-V/def2-TZVPD" multiplicity=1 gap_ev=9.649 e_lumo_ev=0.86 homo_energy_ev=-8.79 total_energy_ev=-9395.1500 relative_energy_kcal_mol=39.2
C -0.5817 -0.0920 -2.5573 -2.05 1.22 0.72 -0.642
C -0.1373 0.7329 -1.3747 2.99 1.95 -0.09 0.095
C -0.7030 1.2174 -0.2298 1.98 1.06 -1.08 -0.115
N 0.1422 2.2128 0.3493 -0.02 -2.47 -1.47 -0.551
C 1.2899 2.1291 -0.4228 -5.84 -3.35 -2.03 0.196
N 1.1705 1.3772 -1.4986 -1.33 -0.45 1.60 -0.455
H -1.4917 -0.5940 -2.2449 0.01 -0.82 0.18 0.214
H 0.1427 -0.7973 -2.9610 0.00 0.41 0.00 0.239
H -1.0792 0.6087 -3.2891 1.31 -0.61 0.14 0.229
H -1.6314 1.0049 0.1225 -2.43 -0.39 1.21 0.205
H 0.0478 2.6575 1.2577 0.01 -0.36 -0.46 0.420
H 2.0032 2.7185 -0.1952 5.32 3.84 1.26 0.167
C 0.7296 -1.7638 1.2556 -1.41 1.70 0.56 -0.599
C -0.5577 -1.5181 2.0020 0.62 -0.91 0.98 -0.603
H 1.5978 -1.9511 1.7887 1.40 0.01 1.95 0.200
H 0.5899 -2.6176 0.7728 -0.30 -3.60 -2.97 0.195
H 0.9365 -0.9558 0.6345 0.40 1.16 -1.59 0.204
H -1.5200 -1.6250 1.4779 0.67 -0.26 -0.21 0.203
H -0.4622 -0.5015 2.2751 -0.54 1.06 1.24 0.195
H -0.4860 -2.2427 2.8374 -0.81 0.82 0.05 0.203